Record 1
{"formula": "C27H36BrNiO4S", "method": "ωB97M-V with the def2-TZVPD basis set", "lumo_energy_ev": [2.4, 2.4], "s2": 2.00, "molar_mass_g_mol": 595.25, "homo_ha": [-0.1805, -0.1794], "total_charge": -1, "fmax_ha_per_bohr": 0.0185, "multiplicity": 3, "gap_ev": [7.3, 7.3], "symbols": ["Ni", "C", "C", "C", "C", "C", "C", "C", "Br", "C", "O", "C", "C", "C", "C", "C", "C", "H", "H", "H", "H", "H", "H", "H", "H", "H", "H", "H", "H", "H", "H", "H", "H", "H", "H", "H", "H", "C", "C", "C", "C", "C", "C", "C", "S", "O", "O", "O", "H", "H", "H", "H", "H", "H", "H", "C", "C", "C", "C", "C", "C", "H", "H", "H", "H", "H", "H", "H", "H", "H"], "xyz": [[1.1889, 1.9899, -1.1922], [-2.2784, -1.6492, 4.4874], [-1.3985, -2.4772, 3.5360], [-0.0977, -2.8488, 4.2602], [-2.1417, -3.7711, 3.2099], [-1.0840, -1.6698, 2.2740], [-0.3866, -0.4670, 2.3672], [-0.1539, 0.2623, 1.2272], [0.8432, 1.8775, 1.3659], [-0.5583, -0.0832, -0.0885], [-0.3130, 0.6767, -1.1116], [-1.2250, -1.3360, -0.1762], [-1.4712, -2.0580, 0.9946], [-1.7075, -1.9688, -1.4980], [-1.3852, -1.1643, -2.7616], [-3.2360, -2.1427, -1.4422], [-1.0462, -3.3508, -1.6715], [-2.5104, -2.2180, 5.3969], [-3.2188, -1.3782, 3.9976], [-1.7780, -0.7222, 4.7841], [-0.3128, -3.4216, 5.1703], [0.4725, -1.9600, 4.5473], [0.5364, -3.4596, 3.6104], [-2.3481, -4.3147, 4.1367], [-1.5480, -4.4230, 2.5603], [-3.0982, -3.5736, 2.7162], [-0.0240, -0.0909, 3.3208], [-2.0020, -2.9962, 0.8915], [-1.8600, -0.1850, -2.7579], [-1.7557, -1.7368, -3.6213], [-0.3151, -0.9975, -2.8923], [-3.7245, -1.1686, -1.3398], [-3.5490, -2.7681, -0.6007], [-3.5951, -2.6118, -2.3659], [0.0432, -3.2492, -1.7247], [-1.3884, -3.8147, -2.6042], [-1.2825, -4.0324, -0.8502], [3.7624, -3.4471, 2.0267], [3.7177, -2.3400, 1.0005], [4.8064, -1.4879, 0.8195], [4.7646, -0.4583, -0.1076], [3.6157, -0.2805, -0.8715], [2.5293, -1.1349, -0.7280], [2.5820, -2.1509, 0.2152], [3.5053, 1.1183, -1.9448], [4.7045, 1.1658, -2.7277], [2.2349, 0.9322, -2.6873], [3.2930, 2.2677, -1.0271], [4.6843, -3.4124, 2.6107], [3.7020, -4.4293, 1.5502], [2.9210, -3.3675, 2.7174], [5.6987, -1.6284, 1.4231], [5.6085, 0.2132, -0.2375], [1.6449, -0.9866, -1.3394], [1.7127, -2.7898, 0.3539], [-2.2043, 6.0943, -1.5573], [-0.9473, 5.9240, -2.4214], [-1.3599, 5.8426, -3.8990], [-0.0277, 7.1368, -2.2235], [-0.2404, 4.6898, -2.0324], [0.3248, 3.6571, -1.7292], [-2.7535, 6.9979, -1.8517], [-1.9320, 6.1771, -0.5017], [-2.8625, 5.2292, -1.6692], [-1.8687, 6.7646, -4.2061], [-2.0342, 4.9971, -4.0595], [-0.4807, 5.6968, -4.5326], [-0.5282, 8.0555, -2.5529], [0.8948, 7.0132, -2.7964], [0.2416, 7.2429, -1.1692]]}

Record 2
{"formula": "C33H33N7O4SSeTeZr", "method": "ωB97M-V with the def2-TZVPD basis set", "lumo_energy_ev": [-1.7, -1.7], "molar_mass_g_mol": 921.52, "homo_ha": [-0.2724, -0.2723], "fmax_ha_per_bohr": 0.0487, "relative_energy_ev": 2.6763, "gap_ev": [5.8, 5.8], "symbols": ["Zr", "C", "C", "C", "C", "C", "C", "N", "C", "C", "C", "C", "C", "C", "N", "N", "C", "C", "C", "C", "C", "N", "H", "H", "H", "H", "H", "H", "H", "H", "H", "H", "H", "H", "H", "N", "C", "C", "C", "N", "H", "H", "H", "H", "H", "H", "H", "H", "H", "H", "O", "S", "O", "O", "O", "Te", "C", "C", "C", "C", "C", "C", "C", "C", "C", "C", "C", "C", "H", "H", "H", "H", "H", "H", "H", "H", "H", "H", "Se", "C", "N"], "xyz": [[0.1550, -0.1856, 0.3533], [-2.2373, 3.1616, 4.4214], [-0.8515, 3.1155, 4.5243], [-0.0746, 2.7525, 3.4366], [-0.6707, 2.4230, 2.2203], [-2.0541, 2.4948, 2.1184], [-2.8350, 2.8486, 3.2115], [0.0918, 1.9893, 1.0968], [1.1550, 2.7171, 0.7349], [1.3297, 4.0997, 1.0693], [2.3665, 4.8179, 0.5641], [3.3343, 4.2286, -0.2957], [3.2245, 2.9162, -0.6148], [2.1526, 2.1381, -0.1033], [2.0332, 0.7941, -0.3532], [2.9806, 0.2362, -0.9677], [2.8157, -1.1240, -1.2352], [3.8451, -1.7625, -1.9144], [3.7068, -3.1005, -2.2207], [2.5537, -3.7628, -1.8302], [1.5802, -3.0496, -1.1562], [1.6997, -1.7558, -0.8704], [-2.8430, 3.4409, 5.2744], [-0.3693, 3.3581, 5.4635], [0.9985, 2.6680, 3.5328], [-2.5223, 2.2992, 1.1615], [-3.9139, 2.8816, 3.1143], [0.5925, 4.5749, 1.6999], [2.4508, 5.8695, 0.8117], [4.1407, 4.8296, -0.6943], [3.9351, 2.4286, -1.2665], [4.7227, -1.1912, -2.1822], [4.4843, -3.6249, -2.7609], [2.4028, -4.8107, -2.0455], [0.6690, -3.5283, -0.8326], [-0.9478, 2.1908, -1.3747], [-2.0687, 2.0368, -2.3085], [-3.3182, 1.5079, -1.6153], [-3.2415, 0.0639, -1.1455], [-2.3497, -0.1780, 0.0023], [-1.1305, 2.9542, -0.7319], [-0.1069, 2.4371, -1.8841], [-1.7682, 1.3352, -3.0898], [-2.3221, 2.9841, -2.7958], [-4.1426, 1.5679, -2.3291], [-3.5734, 2.1620, -0.7716], [-2.8808, -0.5493, -1.9734], [-4.2466, -0.2778, -0.8916], [-2.4541, -1.1631, 0.2196], [-2.6761, 0.3078, 0.8335], [0.4757, -1.6235, 3.9776], [0.6006, -0.8713, 2.7798], [1.3712, 0.3562, 2.7723], [-0.7843, -0.4713, 2.1746], [1.1771, -1.6418, 1.5909], [-1.1542, -3.1346, 1.3899], [-3.2406, -3.3057, 0.9681], [-4.1634, -3.0257, 1.9716], [-5.5233, -3.0017, 1.6859], [-5.9680, -3.2619, 0.3965], [-5.0505, -3.5455, -0.6083], [-3.6911, -3.5565, -0.3254], [-0.9074, -5.2215, 1.0426], [-1.0040, -5.8204, -0.2083], [-0.8749, -7.1970, -0.3345], [-0.6367, -7.9809, 0.7873], [-0.5162, -7.3839, 2.0353], [-0.6501, -6.0072, 2.1623], [-3.8146, -2.8316, 2.9787], [-6.2352, -2.7834, 2.4722], [-7.0274, -3.2416, 0.1721], [-5.3934, -3.7482, -1.6158], [-2.9783, -3.7608, -1.1169], [-1.1915, -5.2198, -1.0927], [-0.9603, -7.6584, -1.3109], [-0.5438, -9.0550, 0.6869], [-0.3232, -7.9897, 2.9116], [-0.5632, -5.5358, 3.1329], [-0.4230, -1.3467, -4.4996], [-0.3676, -0.8356, -2.8249], [-0.3396, -0.4875, -1.7067]]}

Record 3
{"formula": "C21H27F6SiSn", "method": "ωB97M-V with the def2-TZVPD basis set", "lumo_energy_ev": 2.5, "molar_mass_g_mol": 540.23, "homo_ha": -0.0553, "total_charge": -1, "fmax_ha_per_bohr": 0.0386, "relative_energy_ev": 0.0000, "gap_ev": 4.0, "symbols": ["C", "Si", "C", "H", "C", "Sn", "C", "C", "C", "H", "H", "H", "H", "H", "H", "H", "H", "H", "H", "H", "H", "H", "H", "H", "H", "H", "F", "C", "F", "F", "C", "C", "C", "C", "C", "C", "C", "C", "C", "C", "F", "F", "F", "C", "C", "C", "C", "H", "H", "H", "H", "H", "H", "H", "H", "H"], "xyz": [[-1.6913, -4.6205, 4.9560], [-0.1462, -4.9781, 3.9316], [0.9253, -3.3841, 4.0298], [1.1073, -3.2815, 8.0635], [0.8378, -6.3620, 4.7711], [1.4600, -6.7507, 6.9137], [2.5082, -8.6475, 7.0467], [2.8516, -5.2993, 7.7251], [-0.2317, -6.9310, 8.2359], [-2.5693, -5.0127, 4.4021], [-1.7014, -5.0328, 5.9796], [-1.7976, -3.5246, 5.0472], [1.3538, -3.1903, 3.0206], [0.2571, -2.5443, 4.2913], [1.7431, -3.4048, 4.7720], [0.3242, -7.3287, 4.6170], [1.8260, -6.5114, 4.3018], [2.8979, -8.7540, 8.0688], [1.8024, -9.4601, 6.8313], [3.3357, -8.6625, 6.3259], [2.6968, -5.1978, 8.8129], [3.8798, -5.6354, 7.5211], [2.6776, -4.3381, 7.2253], [0.1175, -6.9319, 9.2778], [-0.9076, -6.0817, 8.0879], [-0.7485, -7.8766, 8.0264], [-0.2439, -6.8275, 12.4490], [-1.0519, -5.7341, 12.6701], [-2.3383, -6.1891, 12.6482], [-0.8013, -5.3257, 13.9578], [-0.7722, -4.6438, 11.6601], [-1.7211, -4.2426, 10.7271], [-1.3738, -3.3288, 9.7344], [-0.0511, -2.8647, 9.6328], [0.4861, -2.4182, 8.2924], [1.4783, -1.2665, 8.0823], [2.7731, -1.4403, 8.5691], [3.7960, -0.5264, 8.3426], [3.5281, 0.5844, 7.5432], [4.6564, 1.5480, 7.2917], [4.4409, 2.3611, 6.2190], [4.9146, 2.3740, 8.3524], [5.8262, 0.8754, 7.0503], [2.2671, 0.7559, 6.9889], [1.2317, -0.1339, 7.2826], [0.8439, -3.1756, 10.6629], [0.5140, -4.1097, 11.6414], [-2.7102, -4.7045, 10.7386], [-2.1199, -3.0123, 8.9983], [-0.3540, -2.3530, 7.5796], [3.0089, -2.3496, 9.1410], [4.7768, -0.7124, 8.7566], [2.0979, 1.5671, 6.2934], [0.2197, 0.0572, 6.9093], [1.8439, -2.7463, 10.6720], [1.2575, -4.4679, 12.3393]]}

Record 4
{"formula": "C7H12NO3P", "method": "ωB97M-V with the def2-TZVPD basis set", "lumo_energy_ev": [-0.9, -1.1], "molar_mass_g_mol": 189.15, "homo_ha": [-0.3379, -0.3357], "fmax_ha_per_bohr": 0.0988, "relative_energy_ev": 4.3140, "gap_ev": [8.3, 8.1], "symbols": ["C", "C", "C", "C", "C", "C", "C", "N", "O", "O", "O", "P", "H", "H", "H", "H", "H", "H", "H", "H", "H", "H", "H", "H"], "xyz": [[-2.6953, 0.4818, -0.6084], [-2.4718, -1.2258, 1.2577], [-2.2361, -0.4763, 0.2184], [0.5204, -2.4803, -0.5635], [2.9235, 0.7709, -1.0568], [-0.4189, 2.4070, 0.9855], [0.0569, -1.0926, -0.7264], [-2.9080, 1.2391, -1.4245], [0.3692, -0.1419, 1.8014], [2.3186, 0.3805, 0.1638], [0.1890, 1.6711, -0.0513], [0.6690, 0.1637, 0.4378], [-1.7898, -1.8425, 1.6736], [-3.3693, -1.2746, 1.8011], [-0.3579, -3.1503, -0.7226], [1.1846, -2.7624, -1.3298], [1.0211, -2.5266, 0.4498], [3.0669, 1.7787, -0.9710], [2.3385, 0.4572, -1.8229], [3.7463, 0.1135, -1.2847], [-0.5819, 2.0458, 2.0313], [-1.3458, 2.7300, 0.5267], [-0.0029, 3.4152, 0.9909], [-0.2260, -0.6810, -1.7761]]}

These records have calculated total energy values of -158696.2747; -138135.3090; -52228.9293; -24370.8991 eV, in the order they appear.